No. 1
A gas-phase ion, C12H22Cl2FOS (charge +1) in a non-equilibrium geometry. Source: the OMol25 dataset; level of theory: ωB97M-V/def2-TZVPD.

Summary:
- LUMO energy (eV) = -3.23
- M (g mol⁻¹) = 304.3
- calculated total energy (a.u.) = -1963.77917
- HOMO level (eV) = -12.486
- HOMO-LUMO gap (eV) = 9.257

ORCA input file:
```
! wB97M-V def2-TZVPD RIJCOSX def2/J DEFGRID3
* xyz 1 1
C 4.867 -1.024 1.016
O 4.505 0.224 0.483
C 3.117 0.383 0.429
C 2.752 1.813 0.097
C 1.255 2.105 0.165
C 0.489 1.605 -1.078
C 0.151 0.107 -0.926
S -1.655 -0.220 -0.962
C -2.343 1.085 0.109
C -3.850 0.968 0.400
C -4.187 0.948 1.886
F -3.221 1.590 2.638
C -1.954 -1.827 -0.260
Cl -3.098 -2.022 1.021
C -1.321 -2.876 -0.703
C -0.293 -2.877 -1.779
Cl -1.656 -4.419 -0.046
H 5.946 -1.032 1.120
H 4.448 -1.201 2.010
H 4.616 -1.857 0.351
H 2.636 0.018 1.343
H 2.760 -0.252 -0.404
H 3.172 2.052 -0.879
H 3.253 2.462 0.814
H 0.810 1.670 1.060
H 1.148 3.179 0.278
H -0.365 2.222 -1.337
H 1.178 1.682 -1.913
H 0.569 -0.367 -0.045
H 0.536 -0.409 -1.793
H -2.171 2.050 -0.343
H -1.742 1.084 1.013
H -4.299 0.112 -0.092
H -4.339 1.830 -0.036
H -5.121 1.482 2.033
H -4.321 -0.048 2.286
H -0.565 -2.273 -2.641
H 0.614 -2.442 -1.364
H -0.024 -3.886 -2.050
*
```

No. 2
A molecular structure, C12H22Cl3F6N4O4RuSbSi in a non-equilibrium geometry. Source: the OMol25 dataset; level of theory: ωB97M-V/def2-TZVPD.

Summary:
- LUMO energy (spin up / spin down) (eV) = -0.07 / -2.11
- M (g mol⁻¹) = 757.6
- calculated total energy (a.u.) = -3594.96016
- HOMO level (spin up / spin down) (eV) = -7.256 / -9.410
- HOMO-LUMO gap (spin up / spin down) (eV) = 7.188 / 7.303
- ΔE to the lowest compared entry with this formula, charge and spin (eV) = 0.0400

ORCA input file:
```
! wB97M-V def2-TZVPD RIJCOSX def2/J DEFGRID3
* xyz 0 5
Ru -11.122 -6.708 7.464
C -11.123 -4.397 3.883
C -11.365 -5.403 4.910
N -10.739 -5.253 6.086
O -9.709 -4.261 6.162
C -12.362 -6.395 4.840
C -13.074 -6.718 3.617
N -12.635 -7.097 5.938
O -13.217 -8.315 5.618
H -10.732 -3.499 4.387
H -11.977 -4.136 3.308
H -10.379 -4.747 3.090
H -8.947 -4.836 6.038
H -12.848 -5.982 2.800
H -14.090 -6.874 3.878
H -12.754 -7.677 3.177
C -11.696 -6.765 10.685
C -12.330 -7.562 11.818
N -13.415 -8.481 11.322
C -14.298 -7.722 10.480
C -13.557 -7.372 9.191
N -12.036 -7.473 9.331
C -11.727 -8.992 9.455
C -12.705 -9.618 10.588
H -10.609 -6.615 10.687
H -12.130 -5.805 10.574
H -12.765 -6.921 12.562
H -11.550 -8.162 12.299
H -14.644 -6.795 10.928
H -15.243 -8.257 10.216
H -13.775 -6.441 8.815
H -13.840 -7.975 8.295
H -10.671 -9.064 9.725
H -11.861 -9.389 8.419
H -12.059 -10.178 11.257
H -13.465 -10.272 10.143
F -10.429 -8.834 6.776
Sb -9.678 -9.696 5.178
F -9.414 -7.939 4.503
F -11.322 -9.639 4.281
F -8.797 -10.534 3.724
F -10.254 -11.219 6.002
F -8.063 -9.628 6.099
C -6.970 -7.084 7.344
O -8.325 -6.665 7.024
C -9.125 -6.660 8.096
O -8.745 -6.840 9.239
H -6.523 -6.132 7.688
H -6.530 -7.282 6.371
H -6.919 -7.932 8.003
Cl -15.643 -9.417 4.219
Si -14.784 -8.672 5.863
Cl -15.790 -6.946 6.398
Cl -14.948 -10.183 7.298
*
```

No. 3
2 unconnected molecules or ions with the total composition C12H22F4NO2S. Source: the OMol25 dataset; level of theory: ωB97M-V/def2-TZVPD.

Summary:
- LUMO energy (eV) = -3.89
- M (g mol⁻¹) = 320.4
- calculated total energy (a.u.) = -1473.05951
- HOMO level (eV) = -13.625
- HOMO-LUMO gap (eV) = 9.739

ORCA input file:
```
! wB97M-V def2-TZVPD RIJCOSX def2/J DEFGRID3
* xyz 1 1
C 4.678 0.042 -1.353
C 3.757 -0.415 -2.494
C 3.219 0.734 -3.349
C 2.397 1.739 -2.512
C 3.034 3.118 -2.325
S 0.716 1.840 -3.211
F 0.620 3.328 -3.679
N -0.225 1.978 -1.886
C -0.673 0.927 -1.286
C -0.428 -0.478 -1.747
C -1.519 1.142 -0.078
H 5.512 -0.644 -1.225
H 5.094 1.033 -1.536
H 4.158 0.072 -0.395
H 2.907 -0.966 -2.082
H 4.286 -1.101 -3.154
H 4.040 1.266 -3.829
H 2.604 0.308 -4.146
H 2.192 1.318 -1.523
H 2.799 3.809 -3.132
H 4.112 2.983 -2.309
H 2.725 3.576 -1.388
H -0.619 -0.563 -2.819
H 0.610 -0.773 -1.569
H -1.067 -1.177 -1.215
H -2.536 1.377 -0.406
H -1.166 2.002 0.488
H -1.557 0.252 0.542
C -5.527 -2.264 4.422
C -4.325 -1.535 4.971
O -3.096 -2.030 4.367
C -2.781 -1.541 3.191
O -3.370 -0.724 2.542
C -1.437 -2.154 2.721
F -1.381 -3.463 2.914
F -0.422 -1.581 3.373
F -1.256 -1.922 1.410
H -5.423 -3.339 4.568
H -6.422 -1.929 4.945
H -5.656 -2.064 3.359
H -4.188 -1.720 6.033
H -4.384 -0.461 4.802
*
```

No. 4
A gas-phase ion, C12H22N3 (charge +1) in a non-equilibrium geometry. Source: the OMol25 dataset; level of theory: ωB97M-V/def2-TZVPD.

Summary:
- LUMO energy (spin up / spin down) (eV) = -4.12 / -4.01
- M (g mol⁻¹) = 208.3
- calculated total energy (a.u.) = -634.21859
- HOMO level (spin up / spin down) (eV) = -10.560 / -11.492
- HOMO-LUMO gap (spin up / spin down) (eV) = 6.444 / 7.484
- ΔE to the lowest compared entry with this formula, charge and spin (eV) = 6.3947

ORCA input file:
```
! wB97M-V def2-TZVPD RIJCOSX def2/J DEFGRID3
* xyz 1 1
C 2.096 -2.559 0.656
C 0.199 -0.637 3.844
C -1.477 2.370 1.698
C 1.670 -1.335 0.535
C 0.336 -1.215 2.653
C -0.914 1.162 1.740
C -1.182 -0.506 -2.520
C 0.959 1.674 0.337
C -1.243 -1.522 -0.197
C -0.101 0.524 -2.980
C 0.207 1.799 -1.002
C 0.632 -0.615 1.354
N -0.492 -1.364 -1.490
N 0.319 0.793 1.194
N 0.792 0.894 -1.965
H 2.927 -2.977 -0.011
H 1.821 -3.273 1.494
H 0.214 -1.134 4.729
H 0.222 0.494 3.744
H -2.411 2.566 2.235
H -1.009 3.131 1.078
H 2.021 -0.612 -0.183
H 0.520 -2.241 2.637
H -1.513 0.377 2.285
H -2.180 -0.047 -2.172
H -1.429 -1.244 -3.370
H 2.064 1.463 0.217
H 0.894 2.730 0.905
H -1.701 -2.515 -0.050
H -2.013 -0.817 -0.098
H 0.532 -0.005 -3.572
H -0.684 1.374 -3.505
H -0.771 1.492 -0.594
H 0.153 2.790 -1.570
H -0.246 -2.319 -1.612
H 0.337 -0.842 -1.216
H 1.666 1.277 -2.255
*
```

No. 5
A gas-phase ion, C12H22N3 (charge +1) in a non-equilibrium geometry. Source: the OMol25 dataset; level of theory: ωB97M-V/def2-TZVPD.

Summary:
- SMILES string = C[n+]1cc[nH]c1[C@]1(C(C)(C)C)CCCN1
- LUMO energy (eV) = -2.29
- M (g mol⁻¹) = 208.3
- calculated total energy (a.u.) = -634.38518
- HOMO level (eV) = -12.727
- HOMO-LUMO gap (eV) = 10.432
- ΔE to the lowest compared entry with this formula, charge and spin (eV) = 1.8615

ORCA input file:
```
! wB97M-V def2-TZVPD RIJCOSX def2/J DEFGRID3
* xyz 1 1
C 1.784 2.268 -1.142
N 0.435 2.279 -0.590
C -0.161 3.476 -0.473
C -1.508 3.157 -0.313
N -1.579 1.844 -0.112
C -0.363 1.308 -0.237
C -0.234 -0.430 -0.148
C 0.383 -0.872 1.258
C -0.369 -0.215 2.382
C 1.957 -0.427 1.503
C 0.406 -2.416 1.353
C 0.573 -0.926 -1.433
C -0.341 -2.121 -1.757
C -1.714 -1.560 -1.624
N -1.572 -0.739 -0.397
H 2.148 1.195 -1.170
H 1.614 2.667 -2.267
H 2.460 2.900 -0.538
H 0.122 4.470 -0.468
H -2.364 3.807 -0.033
H -2.508 1.262 0.108
H -0.366 0.895 2.474
H -0.033 -0.815 3.298
H -1.486 -0.513 2.425
H 2.431 -0.907 0.689
H 1.746 0.707 1.498
H 2.314 -0.829 2.451
H 0.461 -2.566 2.435
H 1.170 -2.863 0.699
H -0.461 -2.905 0.851
H 1.610 -1.235 -1.258
H 0.487 -0.099 -2.287
H -0.241 -2.550 -2.736
H -0.233 -2.915 -1.092
H -1.937 -0.910 -2.422
H -2.585 -2.116 -1.349
H -2.045 -1.306 0.421
*
```

No. 6
A gas-phase ion, C12H22N3O3S (charge -1) in a non-equilibrium geometry. Source: the OMol25 dataset; level of theory: ωB97M-V/def2-TZVPD.

Summary:
- SMILES string = CC[C@@H](C)[C@@H](NC(=O)[C@H](C[S-])NC(C)=O)C(=O)NC
- LUMO energy (eV) = 2.92
- M (g mol⁻¹) = 288.4
- calculated total energy (a.u.) = -1258.66270
- HOMO level (eV) = -3.440
- HOMO-LUMO gap (eV) = 6.360
- ΔE to the lowest compared entry with this formula, charge and spin (eV) = 2.1721

ORCA input file:
```
! wB97M-V def2-TZVPD RIJCOSX def2/J DEFGRID3
* xyz -1 1
C -1.229 -0.368 -3.703
C -0.450 -0.132 -2.407
C -0.359 1.307 -2.074
C -1.723 1.890 -1.700
C 0.765 1.856 -1.131
N 0.599 1.390 0.309
C 0.965 0.197 0.818
O 1.107 -0.839 0.222
C 0.878 0.110 2.376
C 1.783 1.035 3.200
S 0.794 2.390 3.585
N 1.054 -1.285 2.872
C 2.038 -2.191 2.786
C 3.290 -1.907 2.046
O 1.827 -3.242 3.466
C 2.277 1.780 -1.704
O 2.525 1.394 -2.905
N 3.236 2.294 -0.900
C 3.120 3.226 0.272
H -2.191 -0.107 -3.675
H -1.280 -1.422 -3.902
H -0.718 0.190 -4.493
H 0.552 -0.539 -2.440
H -0.815 -0.752 -1.563
H -0.128 1.724 -3.010
H -2.445 1.645 -2.441
H -2.057 1.536 -0.709
H -1.803 2.946 -1.655
H 0.636 2.923 -1.098
H 0.215 2.101 0.938
H -0.149 0.364 2.639
H 2.653 1.307 2.611
H 2.207 0.494 4.133
H 0.226 -1.602 3.377
H 4.150 -1.877 2.666
H 3.497 -2.804 1.350
H 3.247 -0.980 1.524
H 4.097 2.015 -1.122
H 4.095 3.200 0.839
H 3.097 4.233 -0.112
H 2.395 2.957 0.991
*
```